107
Properties=species:S:1:pos:R:3:forces:R:3 method="wB97M-V/def2-TZVPD" lumo_energy_ha=-0.084 homo_ev=-10.07 relative_energy_ev=0.1715 total_charge=+1 gap_ev=7.78
Bi 0.428525 0.087397 0.261789 0.10 0.31 -0.08
C 1.440651 4.112613 2.366658 0.06 0.04 -0.06
O 1.066872 3.484251 3.592636 -0.24 -0.09 -0.09
C 1.353072 2.174623 3.854005 0.00 0.03 0.06
C 1.369878 1.851842 5.202262 -0.08 0.00 -0.12
C 1.628513 0.561314 5.643770 0.07 -0.01 0.08
C 1.932155 -0.410640 4.720435 -0.04 -0.07 -0.04
C 1.888613 -0.128127 3.350248 -0.16 0.23 0.09
C 2.424944 -1.110748 2.431796 0.31 -0.13 -0.14
N 2.097913 -1.170129 1.199500 -0.14 0.44 0.18
N 2.863718 -1.873729 0.310576 0.32 -0.53 -0.14
C 2.877533 -1.270800 -0.847806 0.08 -0.07 0.26
O 2.237615 -0.171720 -1.108972 -0.32 -0.04 0.05
C 3.690182 -1.869420 -1.930483 0.02 -0.04 -0.21
C 3.998571 -1.103517 -3.053203 -0.09 0.01 0.08
C 4.691599 -1.667469 -4.112466 0.01 0.00 -0.01
C 5.090941 -2.994982 -4.048922 0.00 -0.01 -0.03
C 4.819669 -3.750099 -2.915252 0.01 -0.01 -0.01
C 4.120312 -3.192530 -1.857980 -0.04 0.07 0.02
C 1.540733 1.165956 2.878324 0.07 0.12 0.07
O 1.450173 1.478390 1.581939 -0.17 -0.26 -0.11
H 1.398929 5.181456 2.570783 0.03 -0.03 0.02
H 2.450073 3.837702 2.065509 0.03 -0.02 0.04
H 0.754028 3.871701 1.556785 -0.04 -0.04 0.04
H 1.165539 2.647913 5.905530 0.03 0.04 0.01
H 1.640857 0.343907 6.702790 -0.01 -0.01 -0.01
H 2.208047 -1.408721 5.038766 0.02 0.01 0.01
H 3.244526 -1.742848 2.775161 -0.02 -0.04 -0.04
H 3.701037 -0.062006 -3.068306 -0.05 -0.03 -0.05
H 4.926486 -1.073210 -4.986440 0.01 0.00 0.01
H 5.615690 -3.441881 -4.883269 0.04 0.01 0.02
H 5.157147 -4.776630 -2.859864 -0.04 -0.01 0.00
H 3.891500 -3.766546 -0.971112 0.01 -0.03 -0.01
C -5.013834 -0.274448 -1.908241 0.00 0.07 0.09
N -3.969726 -1.207822 -2.321753 -0.04 0.06 -0.01
C -4.300803 -2.343399 -3.173847 0.13 -0.01 -0.05
C -2.725304 -0.964452 -1.871692 0.04 -0.02 0.00
O -2.483181 -0.054903 -1.085527 0.17 -0.06 0.02
C -1.613709 -1.906903 -2.343944 0.19 0.02 0.00
O -0.322511 -1.346464 -2.217343 0.01 0.58 0.19
C 0.132668 -0.560396 -3.314436 -0.01 -0.27 0.00
C 0.516743 0.879773 -2.954123 -0.05 -0.10 -0.33
O 0.134259 1.407189 -1.907004 -0.02 0.00 0.29
N 1.241108 1.548320 -3.863664 -0.03 0.07 0.17
C 1.663623 2.915796 -3.585927 -0.06 0.01 0.08
C 1.598601 1.071710 -5.187563 -0.04 -0.10 -0.07
H -5.934355 -0.505809 -2.435219 0.01 -0.04 -0.02
H -5.190572 -0.329455 -0.832660 0.00 -0.03 -0.02
H -4.716915 0.747936 -2.138564 0.00 -0.02 0.00
H -5.380632 -2.427150 -3.243356 -0.01 -0.01 0.04
H -3.908835 -2.224044 -4.186571 -0.03 0.00 0.00
H -3.917305 -3.275622 -2.756595 -0.04 -0.01 -0.03
H -1.616901 -2.784972 -1.691449 -0.07 -0.04 -0.06
H -1.778397 -2.250068 -3.368176 -0.01 0.00 0.03
H 1.008076 -1.071022 -3.714795 0.02 -0.01 -0.03
H -0.639297 -0.516290 -4.090469 0.05 0.00 -0.04
H 1.383732 3.178900 -2.573250 0.00 0.01 0.03
H 2.746272 2.990329 -3.694819 -0.01 -0.02 -0.02
H 1.187751 3.611243 -4.279729 0.01 -0.04 -0.03
H 1.403064 0.011195 -5.309850 0.04 0.05 -0.01
H 1.036622 1.618172 -5.948680 0.00 0.00 0.01
H 2.661008 1.249743 -5.358722 0.00 -0.04 0.01
C -2.414278 4.279643 3.677719 0.01 0.14 0.21
N -2.140373 3.261517 2.665385 0.07 -0.31 0.08
C -1.655576 2.024404 2.828226 -0.02 0.15 -0.01
N -1.542538 1.431242 1.653864 -0.08 -0.03 -0.14
C -1.990701 2.381186 0.781242 0.08 -0.11 0.07
N -2.356341 3.499152 1.358333 -0.06 0.17 -0.15
C -2.693664 3.611764 5.000972 0.00 -0.03 -0.05
C -1.882146 3.793282 6.112240 0.00 0.02 -0.09
C -2.062593 3.007319 7.244054 0.04 -0.04 0.10
C -3.016385 2.002334 7.259359 -0.08 0.05 0.01
C -3.857104 1.848769 6.161788 0.17 0.01 -0.06
C -3.713824 2.674249 5.054269 -0.03 0.02 0.09
C -4.762939 0.716005 5.977822 -0.45 -0.29 -0.21
N -5.907950 0.708700 5.382140 0.19 0.47 0.23
N -6.205758 -0.603771 5.104969 0.01 -0.54 -0.04
C -5.224734 -1.312453 5.550662 -0.24 0.38 -0.05
O -4.279593 -0.541600 6.148079 0.25 -0.03 0.06
C -4.877364 -2.692140 5.179514 0.14 0.07 -0.08
C -4.822239 -3.777476 6.041502 -0.02 -0.01 -0.01
C -4.399815 -5.006669 5.555219 -0.01 -0.01 0.05
C -4.009965 -5.149305 4.230123 0.00 0.00 -0.02
C -4.051009 -4.059702 3.371286 0.03 0.05 -0.08
C -3.569972 -4.136813 1.939231 -0.12 -0.06 0.35
N -2.285307 -3.463437 1.783931 0.08 0.25 -0.24
C -1.997450 -2.214300 1.400084 -0.01 -0.12 0.08
N -0.687419 -2.028975 1.457894 -0.06 0.12 -0.13
C -0.213551 -3.226598 1.896781 -0.08 0.03 0.02
N -1.153223 -4.113099 2.107690 0.11 -0.20 0.08
C -4.493759 -2.838868 3.851486 -0.05 -0.10 0.05
H -3.269183 4.854769 3.324197 0.02 -0.03 -0.05
H -1.553534 4.943643 3.756710 0.01 0.00 -0.04
H -1.413244 1.591631 3.783423 0.06 0.03 0.04
H -2.037717 2.208353 -0.283197 -0.05 0.10 0.03
H -1.091783 4.533679 6.083771 0.03 -0.03 -0.01
H -1.423817 3.150940 8.105770 -0.01 0.01 -0.01
H -3.113959 1.344451 8.112823 0.02 0.01 0.01
H -4.365979 2.523790 4.202482 0.02 -0.04 -0.02
H -5.112920 -3.666570 7.077541 0.00 0.00 0.00
H -4.362170 -5.860055 6.218722 -0.01 0.00 -0.01
H -3.667897 -6.111563 3.869324 0.02 0.01 0.00
H -4.286165 -3.658796 1.271630 0.05 0.00 -0.06
H -3.423657 -5.171624 1.638375 0.00 0.03 -0.09
H -2.710665 -1.464888 1.090519 -0.07 -0.07 0.01
H 0.830054 -3.437373 2.058323 0.00 0.00 -0.05
H -4.535685 -1.975747 3.196204 -0.03 0.01 0.01

---

98
Properties=species:S:1:pos:R:3:forces:R:3 method="wB97M-V/def2-TZVPD" lumo_energy_ha=-0.370 homo_ev=-16.28 relative_energy_ev=1.4063 total_charge=+3 gap_ev=6.22
Pd -1.376247 0.743272 0.126840 -0.09 -0.15 0.08
F -4.037423 5.083024 4.893530 0.00 0.00 0.00
C -3.385044 4.082344 4.357619 0.00 0.00 -0.01
C -2.751594 3.146217 5.163218 0.00 0.00 0.00
F -2.801279 3.260446 6.470211 0.00 0.00 0.00
C -2.061939 2.093640 4.576882 -0.02 -0.01 0.00
F -1.455345 1.221057 5.372909 0.00 0.00 0.00
C -1.984563 1.938691 3.198948 0.00 0.00 0.01
P -1.124788 0.531159 2.436962 -0.02 0.00 -0.01
C 0.584165 0.630192 3.019240 0.04 0.01 -0.07
C 1.109989 1.809261 3.547483 0.00 0.00 0.01
C 2.427600 1.849750 3.985487 0.00 0.00 0.01
C 3.226326 0.717943 3.896737 0.00 -0.01 0.01
C 2.714960 -0.453198 3.349180 -0.01 0.00 0.02
C 1.402947 -0.496542 2.903711 -0.01 0.00 0.02
C -1.861601 -0.970270 3.099491 0.00 0.00 0.03
C -2.985624 -1.479718 2.444368 0.02 -0.02 -0.01
C -3.643455 -2.586412 2.956953 0.00 0.00 0.00
C -3.175303 -3.192380 4.116563 0.00 0.00 0.00
C -2.052510 -2.693621 4.765889 0.00 0.00 0.00
C -1.395285 -1.580212 4.265277 -0.01 0.01 0.00
C -2.628078 2.895956 2.426398 -0.01 0.01 0.00
Br -2.616049 2.788826 0.519706 0.05 0.05 -0.02
C -3.319208 3.954981 2.973449 0.00 0.00 0.00
F -3.917484 4.846887 2.200381 0.00 0.00 0.00
H 0.487140 2.689066 3.659596 0.00 0.00 -0.01
H 2.818650 2.757069 4.427181 0.00 0.00 0.00
H 4.242974 0.743218 4.266210 0.00 0.00 0.00
H 3.334427 -1.338395 3.289337 0.00 0.00 0.00
H 1.004964 -1.420304 2.500444 0.00 0.00 -0.01
H -3.354392 -1.005895 1.540362 -0.01 0.00 0.00
H -4.524766 -2.970034 2.460368 0.00 0.00 0.00
H -3.693291 -4.051717 4.521768 0.00 0.00 0.00
H -1.698270 -3.162053 5.674350 0.00 0.00 0.00
H -0.536522 -1.183170 4.790356 0.00 0.00 0.00
C -1.691083 0.978093 -1.943945 0.13 0.44 0.26
Si -0.380163 1.026275 -3.184072 -1.31 -1.14 -0.90
C 1.481077 2.689507 -2.413757 1.15 1.14 0.16
N 1.646482 2.288529 -1.212749 0.03 -0.21 0.13
C 1.288418 3.111458 -0.045172 -0.01 0.01 -0.03
C 2.597072 3.805229 0.399186 -0.11 -0.06 0.06
C 3.815294 2.886799 0.200187 -0.02 0.01 0.05
C 3.379179 1.427668 0.297940 0.00 0.00 -0.07
C 2.433574 1.084668 -0.860171 0.00 -0.01 0.06
C 0.566703 -0.497376 -3.559429 0.28 0.13 0.22
C -0.156444 -1.698261 -3.511725 0.04 0.00 0.05
C 0.406125 -2.875152 -3.983269 -0.02 0.01 0.01
C 1.704734 -2.880455 -4.472149 0.02 -0.01 0.00
C 2.441130 -1.702159 -4.513731 0.00 -0.02 0.02
C 1.871486 -0.521655 -4.069394 -0.02 0.01 -0.13
C -0.640811 2.106703 -4.621610 0.58 0.44 0.35
C -0.259393 1.654005 -5.896433 0.00 0.03 -0.04
C -0.544317 2.421828 -7.012729 0.02 -0.04 -0.01
C -1.159669 3.658505 -6.867930 -0.01 0.01 0.00
C -1.514455 4.135243 -5.606988 0.01 0.02 0.00
C -1.250996 3.368923 -4.490894 -0.16 -0.05 -0.04
H -2.282258 0.099170 -2.237816 0.06 -0.06 0.08
H -2.320574 1.852933 -2.127914 -0.08 -0.07 -0.06
H 0.992873 3.644139 -2.580994 -0.23 -0.12 -0.03
H 2.132497 2.306913 -3.194046 -0.42 -0.46 -0.13
H 0.933369 2.437315 0.734280 -0.09 -0.04 -0.07
H 0.508936 3.818570 -0.320933 -0.02 -0.02 -0.01
H 2.458115 4.037787 1.455878 0.06 0.05 -0.01
H 2.707978 4.746505 -0.137972 0.05 0.00 0.01
H 4.569990 3.111331 0.951067 0.01 -0.01 -0.01
H 4.285636 3.072478 -0.768998 -0.01 0.01 -0.01
H 2.875895 1.253208 1.249495 0.01 -0.03 0.00
H 4.220169 0.737308 0.247369 0.04 0.04 0.03
H 1.710164 0.315993 -0.566663 -0.04 0.01 -0.06
H 2.948492 0.754251 -1.760624 0.04 0.04 0.02
H -1.177021 -1.710690 -3.146608 0.00 -0.01 0.02
H -0.173939 -3.789037 -3.986511 0.00 0.00 0.00
H 2.140950 -3.800985 -4.836912 0.00 0.00 -0.01
H 3.446992 -1.704297 -4.911396 0.00 0.00 0.01
H 2.454213 0.388715 -4.165542 -0.02 0.01 0.00
H 0.220749 0.691738 -6.020663 0.01 0.01 0.01
H -0.282451 2.057373 -7.996656 0.00 0.01 -0.01
H -1.366844 4.258901 -7.743902 -0.01 0.00 0.00
H -1.998682 5.096928 -5.506733 0.01 0.01 -0.01
H -1.552192 3.740789 -3.516303 0.01 -0.02 0.01
N -0.558069 -1.083725 -0.125961 0.15 0.06 0.09
C -0.719814 -2.227901 0.045798 -0.10 -0.01 0.00
N -0.873207 -3.488391 0.231301 0.05 0.01 -0.06
C -1.135255 -4.417262 -0.894750 -0.03 0.00 0.00
C 0.036071 -5.374439 -1.049529 0.00 0.01 0.00
C 0.344330 -6.079083 0.270929 0.00 0.00 0.00
C 0.601228 -5.069799 1.388801 0.00 0.01 -0.01
C -0.578611 -4.123929 1.539689 0.00 -0.01 0.00
H -1.312260 -3.823072 -1.789194 0.00 0.00 0.00
H -2.054625 -4.954956 -0.653405 0.00 0.00 0.00
H 0.912709 -4.815565 -1.392834 0.00 0.00 0.00
H -0.209272 -6.102507 -1.824116 0.00 0.00 0.00
H 1.206805 -6.733279 0.151730 0.00 0.00 0.00
H -0.498443 -6.720120 0.546533 0.00 0.00 0.00
H 1.504026 -4.490082 1.170741 0.00 0.00 0.01
H 0.766244 -5.579052 2.338922 -0.01 0.00 0.00
H -0.411477 -3.337164 2.274105 0.00 0.01 0.00
H -1.481458 -4.664464 1.831762 0.00 0.00 0.00

---

98
Properties=species:S:1:pos:R:3:forces:R:3 method="wB97M-V/def2-TZVPD" lumo_energy_ha="0.086 / 0.085" homo_ev="-3.23 / -4.73" s2=6.0314 total_charge=-1 spin_multiplicity=5 gap_ev="5.57 / 7.05"
Ru 0.267076 -1.303127 0.196747 0.02 -0.35 -0.35
C -6.199901 -1.785491 -2.106245 -0.69 0.11 0.06
C -6.492149 -1.109317 -0.763269 0.46 0.95 0.12
C -7.295552 -1.980132 0.168931 -0.12 0.18 1.16
C -7.345101 0.153855 -1.004352 1.11 -0.33 -1.70
C -5.121551 -0.822088 -0.162011 -0.56 1.17 -0.21
C -4.368688 -1.793282 0.453965 -0.15 -0.54 0.50
C -3.086859 -1.480991 0.882071 0.52 -0.46 -0.46
Br -2.005695 -2.926651 1.619841 -0.27 0.64 -0.35
C -2.443128 -0.257179 0.581687 -0.63 -0.86 0.49
O -1.176155 -0.067180 0.831779 -0.11 0.67 0.46
C -3.279388 0.754479 0.047785 1.13 -0.38 0.29
C -4.564221 0.450813 -0.303601 -0.55 0.38 -0.25
C -2.706398 2.129377 -0.150910 0.75 1.04 -0.55
C -2.178070 2.698881 1.204730 -0.75 0.65 0.73
C -3.790766 3.047479 -0.717266 -0.39 0.27 -0.71
C -1.522556 2.150969 -1.197774 -0.56 -0.60 1.98
H -7.156612 -2.082242 -2.566155 0.44 -0.37 -0.03
H -5.475090 -2.581127 -1.962577 -0.34 -0.51 -0.08
H -5.707684 -1.096447 -2.782286 0.01 0.38 -0.11
H -8.312735 -2.010124 -0.155922 -0.95 0.16 -0.12
H -7.266772 -1.675093 1.263895 0.09 -0.23 -1.42
H -6.983283 -2.986669 0.067149 0.56 -1.21 0.32
H -8.273469 -0.136594 -1.480162 -0.29 -0.12 -0.11
H -6.863486 0.893082 -1.672760 -0.15 -0.43 0.24
H -7.568698 0.643097 -0.108250 -0.36 0.76 1.55
H -4.802708 -2.788399 0.633659 0.43 0.47 -0.08
H -5.116230 1.305246 -0.714843 -0.11 -1.04 0.21
H -2.986807 2.684856 1.982485 0.45 -0.25 -0.63
H -1.924129 3.771679 1.139379 0.00 -0.30 -0.40
H -1.298937 2.213952 1.652506 -0.33 -0.20 -0.55
H -4.604482 3.231370 -0.039492 -0.55 -0.25 0.57
H -4.243975 2.685074 -1.669775 0.49 0.06 0.59
H -3.463667 4.048142 -0.943918 0.80 0.40 -0.07
H -0.761395 1.468333 -0.792935 -0.03 0.41 -0.58
H -1.168262 3.164659 -1.253751 0.45 0.43 0.07
H -1.851555 1.878460 -2.174641 -0.32 -0.52 -0.74
N 0.920508 1.646405 6.337492 -1.01 -0.02 -1.46
C 1.321325 0.647533 5.421080 -1.04 -0.43 0.22
C 0.359375 -0.038443 4.661182 -0.04 -0.15 0.38
C 0.666215 -1.160986 3.934737 -0.22 0.76 -1.20
C 2.009799 -1.494533 3.779269 -0.80 -1.56 0.11
C 2.973863 -0.823470 4.458972 0.32 0.98 0.47
C 2.621792 0.252397 5.291794 1.09 -0.17 -0.18
S 2.462639 -2.943753 2.836399 1.81 1.51 0.19
O 1.548382 -3.992941 3.164997 -0.62 -0.13 -0.52
O 3.873061 -3.158924 3.077114 -0.20 -0.36 0.19
N 2.397017 -2.152025 1.389369 -0.94 0.03 0.73
C 2.276222 -2.772140 0.253229 0.23 -1.50 -2.58
N 2.349340 -4.119205 0.112832 0.52 1.43 2.27
C 2.153797 -4.831790 -0.945093 -1.72 0.76 -3.54
C 1.390888 -4.526631 -2.139744 1.12 0.00 2.82
C 0.619706 -3.365556 -2.274538 -1.01 0.69 -0.73
N 0.920560 -2.197058 -1.777225 -0.50 0.01 0.50
H -0.092369 1.611376 6.467042 0.60 0.15 0.14
H 1.403125 1.594691 7.195774 0.48 0.01 0.94
H -0.668146 0.255156 4.672871 -0.56 0.34 0.22
H -0.143200 -1.599077 3.327081 0.63 -0.15 0.50
H 3.996886 -1.123087 4.310997 0.24 0.00 0.15
H 3.380871 0.808262 5.828728 0.16 -0.12 0.04
H 2.577019 -5.819559 -0.911003 0.19 -0.48 0.00
H 1.203049 -5.307380 -2.803373 -0.21 -1.32 -0.94
H -0.348973 -3.331741 -2.883870 1.46 -0.37 0.68
C 2.032294 -1.882810 -0.953743 -0.32 0.03 0.06
Ge 2.647325 -0.110106 -1.441047 0.56 -0.04 1.05
C 2.014720 1.348882 -0.262259 0.17 0.65 -0.23
C 1.777902 2.662028 -0.691494 -0.22 0.32 0.64
C 1.585123 3.734334 0.217816 0.58 0.24 -1.14
C 1.606991 3.471963 1.571729 0.54 0.70 1.37
C 1.906211 2.176266 2.006459 -0.54 0.03 0.52
C 2.125055 1.141457 1.110976 -0.02 -0.16 0.42
C 4.542688 -0.104470 -1.005349 0.45 -1.00 -0.13
C 5.180835 -1.350067 -0.956568 -2.39 0.46 0.13
C 6.438380 -1.433442 -0.485938 1.91 -2.32 0.32
C 7.180952 -0.336140 -0.135946 0.84 1.53 -0.54
C 6.632748 0.943526 -0.299708 -0.22 -0.38 0.55
C 5.288739 0.998685 -0.658440 -0.01 0.62 -0.31
C 2.415095 0.417658 -3.284940 2.38 0.40 0.09
C 3.568136 0.870175 -3.986059 0.85 0.16 0.76
C 3.434963 1.549726 -5.190509 -0.55 0.16 -0.14
C 2.161082 1.763809 -5.728680 -0.10 -1.33 1.84
C 1.020626 1.297000 -5.019439 1.88 1.22 -1.38
C 1.188199 0.675399 -3.810428 -1.18 -0.45 -0.34
H 1.747966 2.864172 -1.747681 0.01 0.13 -0.34
H 1.578823 4.793244 -0.155798 -0.37 -1.20 0.32
H 1.544387 4.305312 2.346127 -0.12 -1.17 -1.20
H 1.917952 1.938308 3.073928 0.16 0.22 -0.31
H 2.412497 0.163804 1.508773 -0.13 0.26 -0.17
H 4.542672 -2.220347 -1.109630 0.53 -0.10 -0.27
H 6.892239 -2.445500 -0.403760 -0.25 0.81 0.07
H 8.229900 -0.452330 0.125279 -0.19 0.00 0.21
H 7.164847 1.880718 -0.069504 -0.13 -0.69 -0.10
H 4.766481 1.930143 -0.702236 -0.01 0.80 0.09
H 4.622111 0.795855 -3.558366 -1.67 -0.19 -0.39
H 4.287140 1.993765 -5.714649 -0.12 -0.41 0.25
H 2.142732 2.219148 -6.674455 -0.59 0.72 -1.05
H 0.057166 1.535176 -5.394120 -0.81 -0.07 -0.31
H 0.311346 0.315436 -3.310137 -0.39 -0.02 0.43